(1)
C3H7N5 | ωB97M-V/def2-TZVPD

Each line ends with the Mulliken charge.
Cartesian coordinates (Å):
C: 1.127046 0.019484 -0.018064  0.326
C: 0.495160 1.194954 -0.156693  -0.585
C: -0.895541 0.734469 -0.235975  0.412
H: 2.983494 0.792296 0.192576  0.236
H: 3.032396 -0.952971 0.172384  0.241
H: 0.879844 2.194304 -0.135979  0.357
H: -1.815656 2.247806 0.174824  0.234
H: -2.284893 -0.561462 0.855308  0.332
H: -2.393880 -1.911254 -0.051503  0.245
H: 0.673655 -1.722943 -1.002999  0.239
N: 2.470982 -0.106252 0.370075  -0.486
N: -2.002309 1.223465 0.118532  -0.747
N: -0.937977 -0.675696 -0.472977  0.195
N: -1.727494 -1.341816 0.478395  -0.721
N: 0.395175 -1.134388 -0.287908  -0.280

Cartesian forces (eV/Å) of the 6 atoms listed first:
3.383 -0.962 -0.537
-1.703 -1.272 -0.490
0.106 -0.616 0.139
-0.532 -1.590 0.358
-0.945 0.875 0.066
-0.058 0.109 0.401

Summary:
energy relative to the best compared isomer or geometry (same formula, charge and spin) = 236.0 kJ/mol
multiplicity = 1
total charge = 0
SMILES string = [H]/N=c1\cc(N)[nH]n1N
HOMO level = -0.299 Eh
LUMO level = 0.780 eV

***

(2)
C3H7N5O | ωB97M-V/def2-TZVPD

Each line ends with the Mulliken charge.
Cartesian coordinates (Å):
C: 1.301028 1.621288 -1.292263  -0.995
C: 0.408684 0.966566 -0.288585  0.636
C: -0.621661 0.571621 1.530402  0.312
H: 2.290844 1.628334 -0.877700  0.262
H: 1.266926 1.053714 -2.198703  0.329
H: 0.951549 2.634466 -1.452986  0.325
H: -1.564601 -2.048992 1.697537  0.258
H: -2.443336 -0.975599 0.806549  0.245
H: 1.218465 -1.770805 -0.271522  0.278
H: -0.081980 -2.083391 -1.217155  0.331
N: 0.128007 1.534969 0.860801  -0.594
N: -0.512189 -0.636367 0.837395  0.180
N: -1.594762 -1.522975 0.834211  -0.595
N: -0.074924 -0.290898 -0.431564  0.280
N: 0.646862 -1.366000 -1.020887  -0.697
O: -1.318912 0.684069 2.484471  -0.554

Cartesian forces (eV/Å) of the 6 atoms listed first:
-1.054 -0.460 0.308
1.256 1.278 0.717
0.306 0.328 -0.378
0.569 0.108 0.064
0.207 -0.180 -0.634
0.079 0.140 -0.001

Summary:
energy relative to the best compared isomer or geometry (same formula, charge and spin) = 187.8 kJ/mol
multiplicity = 1
total charge = 0
SMILES string = Cc1nc(=O)n(N)n1N
HOMO level = -0.345 Eh
LUMO level = 0.625 eV

***

(3)
C3H7N5O3 | ωB97M-V/def2-TZVPD

Each line ends with the Mulliken charge.
Cartesian coordinates (Å):
C: 3.530797 0.313751 0.136704  0.477
C: 0.511106 -0.675324 -0.370999  0.537
C: -1.635944 0.668876 0.140512  0.624
N: 1.808406 -0.434348 -0.498642  0.319
N: -2.393947 1.652320 -0.253685  -0.337
N: -1.989322 -0.290206 1.050239  -0.371
N: 0.091614 -1.906989 -0.454784  -0.331
N: -0.256381 0.511342 -0.281556  -0.151
O: 4.469612 0.772176 0.616965  -0.218
O: 3.019539 -1.031936 -0.067408  -0.202
O: 2.311413 0.865130 -0.196686  -0.253
H: -3.407032 1.784068 0.129837  0.315
H: -1.985385 2.499461 -0.729170  0.288
H: -2.894599 -0.295287 1.593796  0.274
H: -1.240033 -1.024154 1.278133  0.233
H: 0.741621 -2.574757 -0.477206  0.216
H: -0.875288 -2.078134 -0.797855  0.310
H: 0.193830 1.244006 -0.818188  0.271

Cartesian forces (eV/Å) of the 6 atoms listed first:
-0.676 -0.431 1.188
0.030 1.153 0.284
1.394 -2.758 1.864
1.874 2.267 0.320
-1.188 1.641 0.214
0.656 0.035 -0.563

Summary:
energy relative to the best compared isomer or geometry (same formula, charge and spin) = 0.0 kJ/mol
multiplicity = 1
total charge = +2
HOMO level = -0.700 Eh
LUMO level = -8.988 eV

***

(4)
C3H7N5O3S2 | ωB97M-V/def2-TZVPD

Each line ends with the Mulliken spin population.
Cartesian coordinates (Å):
C: 1.698706 0.940050 0.284863  0.005
C: 0.857101 -2.365145 0.402352  0.087
C: -0.504178 -0.103649 0.295461  0.245
N: 0.478155 -2.150339 -0.858428  0.590
N: -0.186627 -1.229776 -1.182302  0.754
N: 2.131665 2.203470 0.458043  0.006
N: -3.093812 -0.284060 -0.952165  0.012
N: 0.311512 0.970149 0.046618  0.139
O: 2.412946 -0.007915 0.458431  0.014
O: -2.970737 0.399006 1.438482  0.011
O: -1.993923 1.968663 -0.160720  -0.003
S: -0.353226 -1.249647 1.611077  0.111
S: -2.269726 0.584390 0.199430  -0.014
H: 0.725143 -3.370886 0.639812  0.017
H: 1.865333 -1.906754 0.567797  0.033
H: 1.580084 3.121625 0.472564  0.001
H: 3.128425 2.292266 0.376405  0.001
H: -2.442594 -0.875225 -1.574826  -0.001
H: -3.847622 -0.827037 -0.473720  0.000
H: -0.232701 1.829827 0.071192  -0.007

Cartesian forces (eV/Å) of the 6 atoms listed first:
-1.475 1.594 0.959
2.355 1.334 2.675
-0.824 -0.013 -0.510
-0.435 -2.323 -0.929
-2.319 3.898 -1.797
0.231 2.998 -0.161

Summary:
<S²> = 2.0107
multiplicity = 3
total charge = 0
HOMO level (spin up / spin down) = -0.227 / -0.351 Eh
LUMO level (spin up / spin down) = 0.544 / -2.390 eV

***

(5)
C3H7N5S | ωB97M-V/def2-TZVPD

Each line ends with the Mulliken spin population.
Cartesian coordinates (Å):
C: -3.046290 -0.233406 0.013952  -0.104
C: 1.637956 0.440341 -0.927585  0.012
C: 2.289805 -0.285965 -0.059777  -0.008
N: -1.982606 0.532026 0.590981  0.246
N: -2.424721 -0.990505 -0.917580  0.321
N: -1.139116 -0.704881 -0.769145  0.328
N: -0.820264 0.168837 0.127949  0.600
N: 2.645305 0.110949 1.221520  0.006
S: -4.545948 -0.009051 0.483334  0.629
H: 1.349081 1.512604 -0.746004  -0.001
H: 1.471930 0.239016 -2.043075  0.000
H: 2.519779 -1.351383 -0.306461  0.000
H: -0.467557 -1.205236 -1.372360  -0.021
H: 2.380198 0.989637 1.610118  0.000
H: -2.076880 1.330930 1.166519  -0.007
H: 2.209322 -0.543918 1.927611  0.000

Cartesian forces (eV/Å) of the 6 atoms listed first:
4.183 0.696 -0.820
-0.452 2.688 -3.195
-0.099 -1.323 -0.150
-2.620 -0.562 0.289
-1.857 -0.334 0.638
-0.225 -4.366 -4.772

Summary:
<S²> = 2.0306
multiplicity = 3
total charge = 0
HOMO level (spin up / spin down) = -0.219 / -0.314 Eh
LUMO level (spin up / spin down) = 0.904 / -2.504 eV

***

(6)
C3H7N6 | ωB97M-V/def2-TZVPD

Each line ends with the Mulliken charge.
Cartesian coordinates (Å):
C: 0.460219 0.892695 1.972304  0.045
C: -1.647900 0.421263 1.390158  0.030
C: 0.349527 -0.544255 -1.189843  0.707
N: -0.335893 1.588243 2.663602  -0.354
N: -1.570043 1.334815 2.282636  -0.338
N: -0.244687 0.094804 1.059706  0.086
N: 0.904760 -1.497877 -1.977062  -0.435
N: -0.079769 0.612517 -1.752550  -0.337
N: 0.332024 -0.696446 0.119273  -0.558
H: 1.561123 0.983344 2.130385  0.397
H: -2.436039 -0.108441 0.903677  0.425
H: 1.505735 -1.031897 -2.654647  0.261
H: 1.232275 -2.360376 -1.609445  0.214
H: -0.118305 0.912943 -2.705949  0.242
H: -0.501808 1.363454 -1.271757  0.203
H: 0.588780 -1.964787 0.639512  0.413

Cartesian forces (eV/Å) of the 6 atoms listed first:
2.211 -0.811 -1.114
3.297 -0.300 -0.734
-0.104 1.294 -1.268
0.999 1.195 1.073
-3.797 -0.570 -0.074
-1.049 1.450 0.715

Summary:
energy relative to the best compared isomer or geometry (same formula, charge and spin) = 215.0 kJ/mol
multiplicity = 1
total charge = +1
HOMO level = -0.491 Eh
LUMO level = -4.747 eV

***

(7)
C3H7NO | ωB97M-V/def2-TZVPD

Each line ends with the Mulliken charge.
Cartesian coordinates (Å):
C: -1.152666 0.562032 0.569333  -0.779
C: -0.748390 -0.741007 -0.110838  -0.313
N: 0.840020 -0.768013 -0.417559  -0.274
C: 1.603503 0.343609 -0.235129  0.027
O: 1.404499 1.200039 0.615879  -0.588
H: -1.617825 0.453614 1.556151  0.289
H: -1.718827 1.263416 -0.058374  0.269
H: -0.132134 1.005316 0.770359  0.308
H: -1.194408 -0.873698 -1.101001  0.231
H: -0.948761 -1.617037 0.512983  0.257
H: 1.206364 -1.338782 -1.183161  0.254
H: 2.458624 0.510510 -0.918644  0.319

Cartesian forces (eV/Å) of the 6 atoms listed first:
0.948 0.386 0.147
1.595 -0.325 -0.372
-1.042 0.546 -0.107
-0.034 0.370 0.329
1.401 -0.033 -0.190
-0.154 -0.296 -0.434

Summary:
energy relative to the best compared isomer or geometry (same formula, charge and spin) = 162.0 kJ/mol
multiplicity = 1
total charge = 0
SMILES string = CCNC=O
HOMO level = -0.336 Eh
LUMO level = 0.877 eV

***

(8)
C3H7NO | ωB97M-V/def2-TZVPD

Each line ends with the Mulliken charge.
Cartesian coordinates (Å):
C: 3.828378 0.455043 0.189961  -0.187
N: 3.957172 1.703707 0.342356  -0.478
H: 4.678410 -0.157871 -0.128632  0.230
H: 2.900876 -0.119018 0.293928  0.188
H: 3.327431 2.061854 1.060648  0.248
C: -3.155295 -1.229908 -0.543288  -0.767
C: -2.080434 -0.548445 -0.169866  0.212
O: -2.093410 0.774717 0.172894  -0.460
H: -3.177361 -2.302147 -0.422810  0.225
H: -4.071986 -0.722590 -0.818873  0.206
H: -1.238376 -1.059832 0.284349  0.293
H: -2.875407 1.144488 -0.260663  0.290

Cartesian forces (eV/Å) of the 6 atoms listed first:
-0.076 -0.215 -0.461
1.261 -0.550 1.453
-0.140 0.354 -0.743
-0.007 0.085 0.812
-1.043 0.327 -1.063
0.050 0.015 -0.141

Summary:
energy relative to the best compared isomer or geometry (same formula, charge and spin) = 304.6 kJ/mol
multiplicity = 1
total charge = 0
SMILES string = C=CO.C=N
HOMO level = -0.340 Eh
LUMO level = 0.828 eV

***

(9)
C3H7NO | ωB97M-V/def2-TZVPD

Each line ends with the Mulliken charge.
Cartesian coordinates (Å):
C: 1.195284 -0.611857 0.650464  -0.825
N: -0.023136 0.013344 -0.084810  0.076
C: -1.391776 -0.475975 -0.491919  -0.791
C: 0.255795 1.331920 -0.226701  0.090
O: 1.317761 1.794587 0.145812  -0.577
H: 1.256474 -1.664053 0.409403  0.322
H: 1.112262 -0.428212 1.731944  0.276
H: 2.195641 -0.174979 0.413069  0.290
H: -2.022803 -0.843903 0.331143  0.300
H: -1.980692 0.352825 -0.936469  0.254
H: -1.388488 -1.252979 -1.269199  0.284
H: -0.512754 1.975285 -0.688459  0.301

Cartesian forces (eV/Å) of the 6 atoms listed first:
-0.878 -0.419 -0.210
0.719 0.330 0.133
0.454 -0.073 0.189
0.252 0.223 0.071
-0.236 0.873 -0.173
-0.334 -0.322 0.188

Summary:
energy relative to the best compared isomer or geometry (same formula, charge and spin) = 142.6 kJ/mol
multiplicity = 1
total charge = 0
SMILES string = CN(C)C=O
HOMO level = -0.346 Eh
LUMO level = 0.843 eV

***

(10)
C3H7NO | ωB97M-V/def2-TZVPD

Each line ends with the Mulliken charge.
Cartesian coordinates (Å):
C: -1.026465 -1.034226 0.053493  -1.003
C: 0.431453 -0.700854 -0.347903  -0.434
C: 0.580154 0.784255 -0.508916  0.537
N: 0.718972 1.515214 0.649199  -0.432
O: 0.566569 1.349906 -1.579765  -0.598
H: -1.302802 -2.067427 -0.158378  0.316
H: -1.131138 -0.915862 1.128470  0.275
H: -1.734845 -0.405980 -0.487770  0.302
H: 0.721952 -1.209143 -1.259475  0.300
H: 1.050781 -1.019212 0.444644  0.289
H: 0.522198 1.205955 1.582270  0.209
H: 0.603167 2.497377 0.484135  0.238

Cartesian forces (eV/Å) of the 6 atoms listed first:
0.184 -0.114 -0.219
-1.161 0.028 -0.320
0.028 0.122 0.306
-0.024 0.237 -0.337
-0.001 -0.026 -0.260
0.240 -0.034 -0.093

Summary:
energy relative to the best compared isomer or geometry (same formula, charge and spin) = 16.4 kJ/mol
multiplicity = 1
total charge = 0
SMILES string = CCC(N)=O
HOMO level = -0.360 Eh
LUMO level = 0.910 eV

***

(11)
C3H7NO | ωB97M-V/def2-TZVPD

Each line ends with the Mulliken charge.
Cartesian coordinates (Å):
C: 2.712237 0.175505 0.181025  -0.166
N: 2.481263 0.303827 1.437339  -0.450
H: 1.828438 0.413788 -0.440120  0.149
H: 3.552308 -0.412598 -0.206604  0.238
H: 3.285787 -0.029837 2.024260  0.233
O: -3.563266 -0.609744 0.382231  -0.475
C: -2.382058 -0.274308 0.262291  0.178
C: -1.701235 0.120420 -0.952167  -0.755
H: -1.696689 -0.382691 1.202028  0.268
H: -1.194089 -0.766773 -1.340650  0.239
H: -0.934990 0.929712 -0.855724  0.240
H: -2.387711 0.532701 -1.693904  0.300

Cartesian forces (eV/Å) of the 6 atoms listed first:
-1.412 -0.973 1.657
1.276 -0.005 -0.443
0.908 0.113 -0.215
0.002 0.585 -0.254
-0.789 0.274 -0.760
2.259 0.922 -0.632

Summary:
energy relative to the best compared isomer or geometry (same formula, charge and spin) = 233.5 kJ/mol
multiplicity = 1
total charge = 0
SMILES string = CC=O.C=N
HOMO level = -0.364 Eh
LUMO level = 0.886 eV

***

(12)
C3H7NO | ωB97M-V/def2-TZVPD

Each line ends with the Mulliken charge.
Cartesian coordinates (Å):
C: 2.579594 0.225792 -0.022379  0.114
C: -1.407925 -0.273061 0.327264  -0.786
C: -0.278354 -0.970078 -0.286449  -0.270
N: 1.493118 0.928070 -0.070715  -0.470
O: 2.684402 -0.983923 0.077221  -0.627
H: 3.520698 0.840777 -0.044627  0.319
H: -1.728982 0.583734 -0.263852  0.276
H: -2.260260 -0.964490 0.382092  0.347
H: -1.183228 0.032645 1.347559  0.278
H: 0.407899 -1.553902 0.298724  0.330
H: -0.156832 -0.977661 -1.352443  0.318
H: 1.504081 1.903776 -0.307658  0.173

Cartesian forces (eV/Å) of the 6 atoms listed first:
1.540 0.656 -0.058
-0.176 0.130 0.060
1.487 2.273 0.479
-2.906 -1.218 -0.143
-0.125 -1.061 0.099
-0.209 -0.123 -0.010

Summary:
energy relative to the best compared isomer or geometry (same formula, charge and spin) = 403.9 kJ/mol
multiplicity = 1
total charge = 0
HOMO level (spin up / spin down) = -0.318 / -0.323 Eh
LUMO level (spin up / spin down) = -1.591 / -1.294 eV